[1]
{"formula": "C6H15P", "method": "ωB97M-V/def2-TZVPD", "homo_ev": [-8.434, -7.576], "orbital_gap_ha": [0.30527, 0.28695], "relative_energy_kcal_mol": 83.1, "max_force_ev_per_a": 3.38, "e_lumo_ev": [-0.1, 0.2], "species": ["C", "C", "C", "C", "C", "C", "P", "H", "H", "H", "H", "H", "H", "H", "H", "H", "H", "H", "H", "H", "H", "H"], "coordinates": [[-1.639, -1.375, -0.591], [0.432, -1.488, -2.211], [0.340, 3.041, 1.183], [-0.922, -0.045, -0.042], [1.833, 0.878, 2.115], [-1.154, -1.682, -1.955], [1.411, 1.618, 0.485], [-1.492, -2.131, 0.228], [0.962, -0.545, -1.805], [0.650, -1.540, -3.302], [0.763, -2.332, -1.684], [0.532, 3.143, 2.304], [0.413, 4.000, 0.665], [-0.717, 2.723, 0.915], [-2.718, -1.312, -0.557], [-1.216, -0.072, 1.061], [-1.092, 0.993, -0.504], [2.754, 1.397, 2.650], [1.127, 0.970, 3.009], [2.130, -0.148, 2.035], [-1.420, -2.671, -2.368], [-1.614, -0.965, -2.613]], "mulliken_charge": [-0.50, -0.90, -0.84, -0.83, -1.05, -0.59, 0.17, 0.29, 0.20, 0.32, 0.28, 0.26, 0.37, 0.20, 0.35, 0.29, 0.35, 0.34, 0.34, 0.35, 0.33, 0.28]}

---

[2]
{"formula": "C6H16", "method": "ωB97M-V/def2-TZVPD", "homo_ev": -11.220, "orbital_gap_ha": 0.45176, "relative_energy_kcal_mol": 9.1, "max_force_ev_per_a": 1.77, "e_lumo_ev": 1.1, "species": ["C", "C", "C", "H", "H", "H", "H", "H", "H", "H", "H", "C", "C", "C", "H", "H", "H", "H", "H", "H", "H", "H"], "coordinates": [[-0.459, -2.616, 1.739], [0.481, -2.075, 0.631], [-1.904, -2.283, 1.415], [-0.320, -3.701, 1.762], [-0.127, -2.183, 2.674], [0.707, -1.030, 0.823], [-2.066, -1.215, 1.277], [-2.198, -2.744, 0.462], [-0.068, -2.168, -0.307], [1.392, -2.660, 0.572], [-2.616, -2.644, 2.160], [0.335, 2.239, -1.720], [-0.099, 3.185, -0.600], [1.644, 1.534, -1.473], [0.378, 2.855, -2.624], [-0.467, 1.531, -1.944], [0.629, 3.961, -0.377], [-1.018, 3.712, -0.842], [1.894, 1.276, -0.451], [-0.295, 2.621, 0.321], [2.507, 2.010, -1.946], [1.714, 0.580, -2.003]], "mulliken_charge": [-0.17, -0.98, -1.13, 0.25, 0.28, 0.19, 0.28, 0.31, 0.28, 0.36, 0.33, -0.13, -1.14, -1.12, 0.25, 0.26, 0.32, 0.34, 0.30, 0.28, 0.34, 0.32]}

---

[3]
{"formula": "C6H16", "method": "ωB97M-V/def2-TZVPD", "homo_ev": [-15.771, -14.811], "orbital_gap_ha": [0.48109, 0.16456], "relative_energy_kcal_mol": 14.8, "max_force_ev_per_a": 1.99, "e_lumo_ev": [-2.7, -10.3], "spin_multiplicity": 2, "total_charge": 1, "species": ["C", "C", "C", "H", "H", "H", "H", "H", "H", "H", "H", "C", "C", "C", "H", "H", "H", "H", "H", "H", "H", "H"], "coordinates": [[1.971, 0.484, -0.056], [2.142, -0.363, 1.189], [2.185, -0.356, -1.284], [0.949, 0.974, -0.045], [2.606, 1.374, -0.213], [2.679, -1.284, 0.992], [3.231, -0.653, -1.350], [1.606, -1.281, -1.343], [1.189, -0.558, 1.702], [2.630, 0.190, 1.986], [2.049, 0.227, -2.203], [-2.548, 0.440, -0.233], [-1.255, 0.115, -0.821], [-2.711, -0.067, 1.179], [-2.633, 1.555, -0.302], [-3.395, 0.200, -0.906], [-1.275, -1.003, -0.963], [-0.335, 0.139, -0.197], [-2.161, -1.004, 1.350], [-2.172, 0.612, 1.849], [-1.019, 0.448, -1.831], [-3.735, -0.189, 1.501]], "lowdin_spin": [0.16, 0.04, 0.04, 0.06, 0.03, 0.00, 0.02, 0.01, 0.01, 0.01, 0.00, 0.14, 0.18, 0.03, 0.07, 0.05, 0.08, 0.04, 0.01, 0.01, 0.00, 0.00]}

---

[4]
{"formula": "C6H16BEuINO2", "method": "ωB97M-V/def2-TZVPD", "homo_ev": [-11.730, -11.737], "orbital_gap_ha": [0.21859, 0.22608], "max_force_ev_per_a": 4.81, "e_lumo_ev": [-5.8, -5.6], "spin_multiplicity": 8, "total_charge": 1, "species": ["C", "C", "C", "O", "B", "N", "I", "O", "C", "C", "C", "H", "H", "H", "H", "H", "H", "H", "H", "H", "H", "H", "H", "H", "H", "H", "H", "Eu"], "coordinates": [[3.083, -1.387, 0.421], [2.837, -0.565, -0.887], [1.319, -0.383, -1.230], [0.923, 0.957, -0.990], [0.007, 1.175, 0.079], [0.093, 0.239, 1.259], [0.676, 3.233, 0.907], [-1.363, 1.457, -0.277], [-1.938, 0.503, -1.148], [-2.413, -0.801, -0.438], [-3.185, -0.446, 0.871], [3.246, -0.718, 1.279], [3.892, -2.118, 0.322], [2.156, -1.949, 0.635], [3.287, 0.433, -0.807], [3.317, -1.109, -1.715], [0.685, -1.162, -0.787], [1.256, -0.533, -2.324], [-0.205, 0.761, 2.075], [1.046, -0.043, 1.480], [-1.320, 0.283, -2.035], [-2.854, 0.969, -1.556], [-3.048, -1.378, -1.126], [-1.515, -1.386, -0.199], [-4.074, -1.076, 0.986], [-2.514, -0.632, 1.724], [-3.419, 0.627, 0.866], [0.023, 5.048, 2.615]], "lowdin_spin": [0.00, 0.00, 0.00, 0.00, 0.00, 0.00, -0.04, 0.00, 0.00, 0.00, 0.00, 0.00, 0.00, 0.00, 0.00, 0.00, 0.00, 0.00, 0.00, 0.00, 0.00, 0.00, 0.00, 0.00, 0.00, 0.00, 0.00, 7.06]}

---

[5]
{"formula": "C6H16Cl2O2P2S", "method": "ωB97M-V/def2-TZVPD", "homo_ev": -8.172, "orbital_gap_ha": 0.30709, "relative_energy_kcal_mol": 0.0, "max_force_ev_per_a": 0.58, "e_lumo_ev": 0.2, "species": ["C", "C", "C", "Cl", "P", "C", "C", "C", "Cl", "P", "O", "O", "S", "H", "H", "H", "H", "H", "H", "H", "H", "H", "H", "H", "H", "H", "H", "H", "H"], "coordinates": [[-1.181, -3.282, 0.252], [-2.120, -2.138, -0.171], [-1.707, -0.742, 0.282], [-1.493, -0.694, 2.053], [-0.185, -0.098, -0.681], [-0.157, 1.567, 0.099], [1.032, 1.917, 1.018], [0.573, 2.729, 2.218], [1.983, 0.494, 1.574], [1.469, 0.505, -2.160], [2.103, -0.907, -2.667], [2.708, 1.263, -1.448], [0.739, 1.526, -3.618], [-1.684, -3.969, 0.928], [-0.295, -2.925, 0.770], [-0.854, -3.864, -0.608], [-3.117, -2.335, 0.222], [-2.226, -2.121, -1.257], [-2.523, -0.054, 0.049], [-0.954, -0.253, -1.859], [0.594, -1.193, -0.231], [-0.169, 2.305, -0.703], [-1.085, 1.673, 0.658], [1.740, 2.501, 0.441], [-0.237, 2.232, 2.746], [0.240, 3.701, 1.855], [1.407, 2.893, 2.896], [2.292, -1.477, -1.916], [3.107, 0.746, -0.740]], "mulliken_charge": [-1.11, -0.61, -0.63, -0.16, 0.40, -1.30, 0.43, -1.50, -0.22, 0.57, -0.53, -0.51, -0.40, 0.32, 0.34, 0.28, 0.39, 0.38, 0.56, 0.04, -0.12, 0.59, 0.58, 0.40, 0.34, 0.38, 0.41, 0.35, 0.33]}

---

[6]
{"formula": "C6H16ClGaN2O4", "method": "ωB97M-V/def2-TZVPD", "homo_ev": -19.621, "orbital_gap_ha": 0.41919, "relative_energy_kcal_mol": 2.4, "max_force_ev_per_a": 0.50, "e_lumo_ev": -8.2, "total_charge": 2, "species": ["Ga", "C", "N", "C", "C", "C", "N", "C", "C", "H", "H", "H", "H", "H", "H", "H", "H", "H", "H", "H", "H", "H", "H", "H", "H", "O", "Cl", "O", "O", "O"], "coordinates": [[-0.778, 0.152, -0.590], [1.395, -1.102, -1.966], [1.154, -0.103, -0.866], [1.871, 1.172, -1.209], [1.622, -0.637, 0.457], [0.805, -0.014, 1.581], [-0.663, -0.226, 1.331], [-1.083, -1.629, 1.667], [-1.473, 0.729, 2.165], [2.464, -1.299, -2.044], [1.035, -0.691, -2.907], [0.875, -2.034, -1.743], [2.935, 0.949, -1.292], [1.717, 1.918, -0.431], [1.506, 1.553, -2.158], [2.682, -0.426, 0.592], [1.507, -1.721, 0.439], [0.971, 1.063, 1.638], [1.082, -0.439, 2.546], [-0.874, -1.809, 2.721], [-0.542, -2.355, 1.064], [-2.152, -1.731, 1.490], [-1.263, 0.532, 3.216], [-2.530, 0.573, 1.971], [-1.198, 1.755, 1.927], [-3.237, 1.721, -2.886], [-2.296, 1.234, -1.997], [-2.661, 1.207, -0.551], [-1.903, -0.232, -2.197], [-0.967, 1.886, -1.967]], "mulliken_charge": [0.64, -0.94, 0.02, -1.03, -0.58, -0.61, 0.05, -0.88, -0.94, 0.44, 0.40, 0.44, 0.45, 0.38, 0.44, 0.43, 0.37, 0.39, 0.46, 0.43, 0.41, 0.36, 0.45, 0.42, 0.38, -0.41, 1.84, -0.59, -0.62, -0.62]}

---

[7]
{"formula": "C6H16N", "method": "ωB97M-V/def2-TZVPD", "homo_ev": -14.385, "orbital_gap_ha": 0.39477, "relative_energy_kcal_mol": 25.3, "max_force_ev_per_a": 3.26, "e_lumo_ev": -3.6, "total_charge": 1, "species": ["C", "C", "C", "C", "C", "C", "N", "H", "H", "H", "H", "H", "H", "H", "H", "H", "H", "H", "H", "H", "H", "H", "H"], "coordinates": [[-3.003, -0.370, -0.843], [-1.982, -1.257, -0.081], [-0.675, -0.527, 0.273], [0.287, -0.145, -0.881], [1.034, 1.160, -0.584], [1.615, 1.242, 0.832], [2.468, -0.099, 1.114], [-3.954, -0.897, -0.675], [-3.280, 0.595, -0.414], [-2.796, -0.325, -1.907], [-1.827, -2.104, -0.747], [-2.485, -1.560, 0.835], [-0.993, 0.344, 0.832], [-0.139, -1.217, 0.929], [1.010, -0.940, -1.094], [-0.319, -0.039, -1.774], [1.707, 1.584, -1.321], [0.239, 1.912, -0.410], [1.090, 1.415, 1.764], [2.472, 1.913, 0.917], [2.138, -0.865, 1.689], [2.725, -0.463, 0.204], [3.351, 0.103, 1.582]], "mulliken_charge": [-1.23, -0.71, -0.44, -0.42, -0.77, -0.55, -0.38, 0.37, 0.34, 0.34, 0.32, 0.38, 0.38, 0.15, 0.37, 0.39, 0.33, 0.34, 0.38, 0.38, 0.31, 0.32, 0.38]}

---

[8]
{"formula": "C6H16N", "method": "ωB97M-V/def2-TZVPD", "homo_ev": [-20.532, -20.533], "orbital_gap_ha": [0.31798, 0.25559], "relative_energy_kcal_mol": 126.3, "max_force_ev_per_a": 3.11, "e_lumo_ev": [-11.9, -13.6], "spin_multiplicity": 2, "total_charge": 2, "species": ["C", "C", "C", "C", "C", "C", "N", "H", "H", "H", "H", "H", "H", "H", "H", "H", "H", "H", "H", "H", "H", "H", "H"], "coordinates": [[1.018, -2.104, 0.896], [-0.104, -1.045, 1.093], [0.148, 0.202, 0.247], [-0.916, 0.889, -0.358], [-0.738, 2.418, -0.127], [-1.180, 0.498, -1.910], [-0.456, -0.805, 2.452], [0.902, -3.051, 1.428], [1.944, -1.632, 1.247], [1.160, -2.253, -0.176], [-0.988, -1.579, 0.643], [3.016, -0.712, -2.790], [1.178, 0.553, 0.392], [-1.843, 0.546, 0.134], [-0.863, 2.671, 0.923], [0.257, 2.749, -0.423], [-1.475, 2.978, -0.692], [-2.158, 0.055, -2.015], [-0.410, -0.182, -2.262], [-1.102, 1.410, -2.491], [0.122, -1.289, 3.155], [2.918, -0.495, -2.091], [-0.430, 0.180, 2.725]], "lowdin_spin": [0.05, 0.13, 0.02, 0.00, 0.00, 0.00, 0.67, 0.00, 0.00, 0.00, 0.07, 0.00, 0.00, 0.00, 0.00, 0.00, 0.00, 0.00, 0.00, 0.00, 0.02, 0.00, 0.02]}

---

[9]
{"formula": "C6H16N2", "method": "ωB97M-V/def2-TZVPD", "homo_ev": -8.675, "orbital_gap_ha": 0.36336, "relative_energy_kcal_mol": 67.9, "max_force_ev_per_a": 6.12, "e_lumo_ev": 1.2, "species": ["C", "C", "C", "C", "C", "C", "N", "N", "H", "H", "H", "H", "H", "H", "H", "H", "H", "H", "H", "H", "H", "H", "H", "H"], "coordinates": [[-1.636, -2.516, -1.192], [-0.677, -1.289, -1.132], [-0.277, -0.955, 0.325], [1.084, -0.318, 0.411], [0.983, 1.119, 0.008], [0.453, 1.986, 1.182], [1.436, 2.084, 2.277], [-1.034, 0.043, -1.591], [-1.218, -3.465, -0.867], [-2.542, -1.961, -0.855], [-1.657, -2.763, -2.248], [0.339, -1.698, -1.695], [-0.984, -0.282, 0.819], [-0.414, -1.844, 0.965], [1.634, -0.803, -0.310], [1.607, -0.338, 1.422], [0.446, 1.348, -1.047], [1.950, 1.385, -0.241], [-0.582, 1.507, 1.503], [0.307, 3.030, 0.792], [1.200, 2.697, 2.945], [2.419, 2.232, 1.852], [-1.284, 0.670, -0.906], [-1.554, 0.130, -2.417]], "mulliken_charge": [-1.44, 0.44, -0.99, -0.66, -0.79, -0.30, -0.52, -0.52, 0.38, 0.38, 0.35, 0.18, 0.36, 0.35, 0.48, 0.33, 0.24, 0.47, 0.22, 0.23, 0.20, 0.22, 0.21, 0.17]}

---

[10]
{"formula": "C6H16N2", "method": "ωB97M-V/def2-TZVPD", "homo_ev": -7.448, "orbital_gap_ha": 0.16873, "relative_energy_kcal_mol": 216.4, "max_force_ev_per_a": 6.10, "e_lumo_ev": -2.9, "species": ["C", "N", "C", "C", "N", "C", "C", "C", "H", "H", "H", "H", "H", "H", "H", "H", "H", "H", "H", "H", "H", "H", "H", "H"], "coordinates": [[0.728, -2.027, 1.162], [0.800, -0.610, 1.534], [-0.323, 0.228, 1.084], [0.054, 1.643, 0.524], [-0.633, 2.317, -0.653], [0.315, -2.282, -0.223], [-0.053, -0.272, -1.928], [0.969, -1.208, -1.261], [0.073, -2.464, 1.985], [1.683, -2.576, 1.370], [-1.497, 4.348, 1.170], [-1.005, -0.325, 0.504], [-0.875, 0.567, 2.006], [1.120, 1.526, 0.085], [0.238, 2.298, 1.428], [-2.183, 4.633, 1.228], [-1.606, 2.253, -0.381], [-0.822, -2.374, -0.214], [0.771, -3.356, -0.596], [0.338, 0.621, -2.664], [-0.493, 0.358, -1.143], [-0.790, -0.861, -2.498], [1.595, -1.720, -1.984], [1.597, -0.716, -0.536]], "mulliken_charge": [-0.47, -0.38, -0.53, -0.45, -0.54, -0.56, -0.70, -0.50, 0.27, 0.33, -0.18, 0.44, 0.40, 0.26, 0.35, 0.19, 0.22, 0.31, 0.26, 0.25, -0.11, 0.32, 0.48, 0.35]}

---

| no. | total energy (Ha) |
| --- | --- |
| 1 | -578.78502 |
| 2 | -238.18206 |
| 3 | -237.77633 |
| 4 | -1476.09326 |
| 5 | -2389.99047 |
| 6 | -3032.74726 |
| 7 | -292.68389 |
| 8 | -292.06520 |
| 9 | -347.61668 |
| 10 | -347.37992 |